P.
DFT (wB97M-V/def2-TZVPD) results for a cluster of 2 separate species, C3H4N4 in total.

Computed properties:
Net charge: 0
Orbital gap (spin up / spin down) (Eh): 0.301 / 0.301
E_LUMO (spin up / spin down) (eV): -0.4 / -0.4

Positions of all 11 atoms, in Å:
C -1.2752 0.0437 -0.1867
C -2.3453 0.1061 -1.1890
C 1.0888 0.0528 0.3027
N -1.7616 -0.2256 0.9780
N -3.0893 0.1881 -2.0584
N 1.7612 0.3511 -0.8034
N 1.0687 -0.3173 1.5042
H 1.2613 0.7485 -1.5929
H 2.7036 0.2041 -0.8209
H -1.1811 -0.5826 1.7767
H 1.7688 -0.5690 2.0897

Formally, the Mulliken partial charges of the atoms, in units of the elementary charge, are as follows: atom 1 (C): -0.093, atom 2 (C): 0.286, atom 3 (C): 0.569, atom 4 (N): -0.494, atom 5 (N): -0.396, atom 6 (N): -0.324, atom 7 (N): -0.488, atom 8 (H): 0.258, atom 9 (H): 0.209, atom 10 (H): 0.278, atom 11 (H): 0.194

Q.
DFT (wB97M-V/def2-TZVPD) results for a structure of composition C3H4N4.

Computed properties:
Net charge: 0
Orbital gap (spin up / spin down) (Eh): 0.311 / 0.311
E_LUMO (spin up / spin down) (eV): 0.0 / 0.0

Positions of all 11 atoms, in Å:
N -1.1762 -1.4512 -0.0301
C -0.4161 -0.4051 -0.4344
C 0.9679 -0.4184 -0.7425
N 1.2574 0.2652 0.3436
C 0.7306 1.5248 0.6927
N -0.4016 1.8179 0.0689
N -0.9952 0.8355 -0.5193
H -0.6905 -2.3250 0.1087
H -1.8147 -1.2232 0.7222
H 1.6443 -0.6045 -1.6054
H 0.9571 2.0672 1.6189

Formally, the Mulliken partial charges of the atoms, in units of the elementary charge, are as follows: atom 1 (N): -0.530, atom 2 (C): 0.666, atom 3 (C): -0.187, atom 4 (N): -0.372, atom 5 (C): -0.083, atom 6 (N): -0.346, atom 7 (N): -0.315, atom 8 (H): 0.251, atom 9 (H): 0.264, atom 10 (H): 0.316, atom 11 (H): 0.336

R.
DFT (wB97M-V/def2-TZVPD) results for the molecule C3H4N4.

Computed properties:
Net charge: 0
Orbital gap (Eh): 0.377
E_LUMO (eV): 0.2

Positions of all 11 atoms, in Å:
C -1.6493 -0.5954 0.1061
C 1.3881 0.9318 -0.0190
C 1.7724 -0.4290 -0.0636
H -2.3187 1.2562 -0.3330
H -1.7582 -1.7010 0.3937
H 1.9136 1.8598 0.1395
H 2.7603 -0.9271 -0.0541
N -2.6155 0.2463 -0.1244
N -0.2847 -0.3519 -0.0101
N 0.0465 0.9319 0.0691
N 0.7454 -1.2216 -0.1041

Formally, the Mulliken partial charges of the atoms, in units of the elementary charge, are as follows: atom 1 (C): 0.233, atom 2 (C): -0.283, atom 3 (C): -0.083, atom 4 (H): 0.295, atom 5 (H): 0.295, atom 6 (H): 0.374, atom 7 (H): 0.380, atom 8 (N): -0.606, atom 9 (N): 0.966, atom 10 (N): -0.690, atom 11 (N): -0.879

S.
DFT (wB97M-V/def2-TZVPD) results for the molecule C3H4N4.

Computed properties:
Net charge: 0
Orbital gap (spin up / spin down) (Eh): 0.288 / 0.288
E_LUMO (spin up / spin down) (eV): -0.6 / -0.6

Positions of all 11 atoms, in Å:
C -1.2589 0.6673 -0.0285
C -0.2345 1.4654 0.0337
C -0.1300 -1.4413 0.0843
N -3.0523 -1.0259 -0.0853
N -2.5640 1.1099 0.1294
N -3.2820 0.0859 0.0042
N -1.1534 -0.7189 -0.0812
H 0.7108 0.9302 -0.1736
H -0.1295 2.5781 0.0724
H -0.2470 -2.4383 -0.2078
H 0.8897 -0.9349 0.1153

Formally, the Mulliken partial charges of the atoms, in units of the elementary charge, are as follows: atom 1 (C): 0.749, atom 2 (C): -0.725, atom 3 (C): -0.197, atom 4 (N): -0.271, atom 5 (N): -0.546, atom 6 (N): 0.306, atom 7 (N): -0.152, atom 8 (H): 0.099, atom 9 (H): 0.289, atom 10 (H): 0.308, atom 11 (H): 0.139

Computed stability ranking, most favorable first: R, Q, P, S

P.
DFT (wB97M-V/def2-TZVPD) results for the molecule C3H4N4.

Computed properties:
Net charge: 0
Orbital gap (Eh): 0.320
E_LUMO (eV): 0.4

Positions of all 11 atoms, in Å:
N -1.5407 -0.0922 -1.1671
C -1.0948 0.3084 0.1292
C -0.3024 -0.4726 0.8398
N 0.6853 -1.0393 1.2950
C 1.9355 -0.5931 0.8006
N 1.8409 0.3879 -0.0510
N 1.1597 1.1431 -0.6015
H -2.4699 -0.4947 -1.1195
H -1.5951 0.7341 -1.7567
H -1.4720 1.2126 0.6006
H 2.8534 -1.0942 1.0307

Formally, the Mulliken partial charges of the atoms, in units of the elementary charge, are as follows: atom 1 (N): -0.556, atom 2 (C): -0.467, atom 3 (C): 0.634, atom 4 (N): -0.489, atom 5 (C): -0.196, atom 6 (N): 0.336, atom 7 (N): -0.450, atom 8 (H): 0.241, atom 9 (H): 0.274, atom 10 (H): 0.321, atom 11 (H): 0.353

Q.
DFT (wB97M-V/def2-TZVPD) results for the molecule C3H4N4.

Computed properties:
Net charge: 0
Orbital gap (Eh): 0.349
E_LUMO (eV): 0.0

Positions of all 11 atoms, in Å:
C -0.5999 -0.1887 0.1376
C 0.2098 0.8438 0.1497
C 1.5165 0.7036 0.0978
H -2.1828 -1.3746 -0.0436
H -2.3511 0.4735 0.0591
H -0.2658 1.8102 -0.1429
H 2.2698 1.6444 -0.1514
N -1.8685 -0.3059 -0.2154
N 2.0567 -0.5493 -0.1009
N 1.2645 -1.6435 -0.1267
N -0.0490 -1.4136 0.3367

Formally, the Mulliken partial charges of the atoms, in units of the elementary charge, are as follows: atom 1 (C): 0.602, atom 2 (C): -0.219, atom 3 (C): -0.157, atom 4 (H): 0.330, atom 5 (H): 0.233, atom 6 (H): 0.209, atom 7 (H): 0.279, atom 8 (N): -0.452, atom 9 (N): -0.260, atom 10 (N): -0.264, atom 11 (N): -0.300

Computed stability ranking, most favorable first: Q, P

P.
DFT (wB97M-V/def2-TZVPD) results for the molecule C3H8S2.

Computed properties:
Net charge: 0
Orbital gap (Eh): 0.341
E_LUMO (eV): 0.4

Positions of all 13 atoms, in Å:
C -0.6807 -0.2267 -0.0087
C -0.4396 -1.7112 -0.0288
C 0.4821 0.4286 0.8728
S 0.6171 2.2526 0.7391
S 0.6463 2.8150 -1.2481
H -1.7011 -0.0410 0.2830
H -0.8777 0.2232 -1.0646
H -1.0265 -2.0383 0.8840
H -1.0081 -2.2095 -0.7625
H 0.5340 -2.0159 -0.1283
H 1.4250 0.0851 0.4236
H 0.1604 -0.0201 1.9105
H 1.8686 2.4583 -1.8720

Formally, the Mulliken partial charges of the atoms, in units of the elementary charge, are as follows: atom 1 (C): -0.371, atom 2 (C): -1.230, atom 3 (C): -0.536, atom 4 (S): -0.066, atom 5 (S): -0.234, atom 6 (H): 0.319, atom 7 (H): 0.324, atom 8 (H): 0.274, atom 9 (H): 0.354, atom 10 (H): 0.424, atom 11 (H): 0.291, atom 12 (H): 0.297, atom 13 (H): 0.153

Q.
DFT (wB97M-V/def2-TZVPD) results for a cluster of 2 separate species, C3H8S2 in total.

Computed properties:
Net charge: 0
Orbital gap (Eh): 0.322
E_LUMO (eV): 0.5

Positions of all 13 atoms, in Å:
C 0.9462 1.7648 -0.8713
C 0.4666 1.1737 -1.9938
H 0.6961 1.2525 0.0983
H 1.4662 2.6806 -0.9269
H -0.4614 0.5693 -2.0078
H 0.9369 1.1492 -2.9757
C -0.3542 -1.9767 0.5366
S 0.2086 -0.8786 1.8864
S -1.4599 0.3546 2.1832
H 0.2635 -2.9393 0.5301
H -0.3346 -1.7765 -0.5454
H -1.4162 -2.2914 0.7720
H -0.9578 0.9178 3.3142

Formally, the Mulliken partial charges of the atoms, in units of the elementary charge, are as follows: atom 1 (C): -0.232, atom 2 (C): -0.441, atom 3 (H): -0.025, atom 4 (H): 0.284, atom 5 (H): 0.222, atom 6 (H): 0.224, atom 7 (C): -0.787, atom 8 (S): -0.077, atom 9 (S): -0.200, atom 10 (H): 0.285, atom 11 (H): 0.284, atom 12 (H): 0.300, atom 13 (H): 0.164

Computed stability ranking, most favorable first: P, Q

P.
DFT (wB97M-V/def2-TZVPD) results for a cluster of 2 separate species, C3H8S2 in total.

Computed properties:
Net charge: 0
Orbital gap (Eh): 0.324
E_LUMO (eV): -0.2

Positions of all 13 atoms, in Å:
S -3.2680 2.5518 2.1185
S -2.7968 1.4328 0.2941
H -2.6500 3.5809 1.5727
H -4.0456 0.9676 0.4386
C 1.6859 -1.4551 0.3716
C 1.5600 -1.2116 -1.1189
C 0.8927 -0.0975 -1.4625
H 1.1380 -2.3639 0.6578
H 1.3678 -0.7036 1.0824
H 2.6753 -1.7570 0.7738
H 2.4281 -1.6231 -1.6207
H 0.4784 0.1315 -2.4363
H 0.5342 0.5471 -0.6711

Formally, the Mulliken partial charges of the atoms, in units of the elementary charge, are as follows: atom 1 (S): -0.186, atom 2 (S): -0.150, atom 3 (H): 0.165, atom 4 (H): 0.164, atom 5 (C): -0.938, atom 6 (C): 0.038, atom 7 (C): -0.587, atom 8 (H): 0.264, atom 9 (H): 0.284, atom 10 (H): 0.307, atom 11 (H): 0.265, atom 12 (H): 0.273, atom 13 (H): 0.102

Q.
DFT (wB97M-V/def2-TZVPD) results for a cluster of 2 separate species, C3H8S2 in total.

Computed properties:
Net charge: 0
Orbital gap (Eh): 0.340
E_LUMO (eV): 0.3

Positions of all 13 atoms, in Å:
S 0.1005 2.1368 0.5933
S -1.5762 1.1055 -0.1513
H -0.2660 3.2000 -0.0978
H -0.9178 0.0582 -0.6524
C 0.5629 -3.0269 0.7050
C 1.3452 -2.0406 -0.1476
C 1.1838 -1.7995 -1.4513
H 1.2341 -3.7904 1.1029
H -0.3015 -3.5383 0.2769
H 0.2576 -2.4988 1.6196
H 2.2461 -1.8534 0.4259
H 2.0081 -1.3106 -1.9519
H 0.1879 -1.7457 -1.8667

Formally, the Mulliken partial charges of the atoms, in units of the elementary charge, are as follows: atom 1 (S): -0.158, atom 2 (S): -0.155, atom 3 (H): 0.160, atom 4 (H): 0.130, atom 5 (C): -0.974, atom 6 (C): 0.028, atom 7 (C): -0.735, atom 8 (H): 0.306, atom 9 (H): 0.305, atom 10 (H): 0.276, atom 11 (H): 0.263, atom 12 (H): 0.226, atom 13 (H): 0.328

Computed stability ranking, most favorable first: Q, P